This record from OMol25 describes C6H7I2NO as an isolated structure at a distorted geometry. The level of theory is ωB97M-V/def2-TZVPD.

Calculated values
**HOMO-LUMO gap (spin up / spin down)**: 0.1506 / 0.1826 Ha
**Multiplicity**: 3
**LUMO level (spin up / spin down)**: -1.211 / -4.088 eV
**<S²>**: 2.0188
**Total charge**: 0
**Energy relative to the best compared isomer or geometry (same formula, charge and spin)**: 1.8 kcal/mol

Geometry (Å):
C  -0.35485  0.15650  1.89040
C  -1.46994  0.62859  1.30534
C  0.72034  -0.48530  1.19910
C  -1.80064  0.32407  -0.16820
C  -0.21456  0.41898  -0.94000
C  1.86330  -0.70040  -1.03127
N  0.70318  -0.29971  -0.20389
O  1.51105  -1.24787  1.71146
I  -0.64017  -0.30876  -2.94572
I  0.36730  2.64474  -0.92563
H  -0.26688  0.41156  2.95819
H  -2.38574  1.02444  1.74155
H  -2.08041  -0.80992  -0.20963
H  -2.33217  0.89813  -0.80258
H  2.14554  0.04245  -1.72175
H  2.69112  -1.05929  -0.36251
H  1.54353  -1.63824  -1.49485

Atomic forces in eV per Å
C 2.276 -0.423 1.628
C -4.669 1.329 -4.492
C -2.354 0.420 2.495
C 5.571 -3.613 3.126
C -3.426 -0.090 1.799
C 0.336 -2.696 2.728
N 1.750 1.161 -3.251
O 1.501 -0.589 -0.266
I 0.167 -0.005 -0.624
I -0.221 -0.922 -0.039
H 0.390 -0.819 -0.507
H 0.832 0.416 0.843
H 0.683 1.790 -0.566
H -2.398 2.125 -1.254
H 0.186 0.833 -0.721
H -0.722 0.854 -0.390
H 0.098 0.228 -0.509

Taken from the natural (NBO) analysis, the atomic charges in e are:
1. C -0.325
2. C -0.225
3. C 0.520
4. C -0.418
5. C -0.096
6. C -0.448
7. N -0.348
8. O -0.591
9. I 0.120
10. I 0.173
11. H 0.236
12. H 0.218
13. H 0.235
14. H 0.217
15. H 0.229
16. H 0.263
17. H 0.238

---

This record from OMol25 describes a 2-piece molecular cluster, CH5PS2 overall at a distorted geometry. The level of theory is ωB97M-V/def2-TZVPD.

Calculated values
**HOMO-LUMO gap (spin up / spin down)**: 0.2571 / 0.3141 Ha
**Multiplicity**: 1
**LUMO level (spin up / spin down)**: -2.174 / -0.090 eV
**Total charge**: 0
**Energy relative to the best compared isomer or geometry (same formula, charge and spin)**: 92.1 kcal/mol

Geometry (Å):
C  0.53948  -0.08269  0.92706
P  -0.94403  -0.10900  -0.28463
S  -2.43228  -1.28820  0.23591
S  -1.40418  1.95295  0.13661
H  0.16217  -0.75585  1.67075
H  1.53829  -0.42099  0.49538
H  0.62025  0.90003  1.34897
H  1.47849  0.67657  -2.44823
H  -2.30505  2.10282  -0.69821

Atomic forces in eV per Å
C 0.213 -1.039 -1.443
P 0.356 0.941 0.898
S 0.579 0.082 -0.193
S 2.646 -0.662 2.002
H 0.325 -0.489 0.620
H -1.546 0.365 0.447
H 0.119 0.480 0.090
H -0.036 -0.013 0.005
H -2.655 0.334 -2.425

Taken from the natural (NBO) analysis, the atomic charges in e are:
1. C -0.910
2. P 0.670
3. S -0.338
4. S -0.271
5. H 0.241
6. H 0.251
7. H 0.238
8. H 0.002
9. H 0.119

---

This record from OMol25 describes C3HN3O as an isolated structure at a distorted geometry. The level of theory is ωB97M-V/def2-TZVPD.

Calculated values
**HOMO-LUMO gap**: 0.3367 Ha
**Multiplicity**: 1
**LUMO level**: -1.586 eV
**Total charge**: 0
**Energy relative to the best compared isomer or geometry (same formula, charge and spin)**: 64.2 kcal/mol

Geometry (Å):
C  -1.12150  -1.24635  0.65351
C  -1.24774  1.14696  0.80190
C  -0.41317  -0.01796  0.66584
N  -1.64188  -2.26959  0.68031
N  -1.82090  2.12293  0.72176
N  0.57383  -0.07975  1.82382
O  1.74286  -0.00226  1.59114
H  0.29117  0.06625  -0.51320

Atomic forces in eV per Å
C -0.766 -1.481 0.073
C 0.765 -0.667 -0.396
C 3.521 0.706 -4.053
N 0.097 0.238 -0.054
N -0.911 1.298 0.200
N 1.365 0.086 1.343
O -1.896 -0.053 -0.667
H -2.175 -0.128 3.555

Taken from the natural (NBO) analysis, the atomic charges in e are:
1. C 0.237
2. C 0.242
3. C -0.336
4. N -0.214
5. N -0.214
6. N 0.196
7. O -0.191
8. H 0.281

---

This record from OMol25 describes C14H16N3O3PtSe4 as an isolated structure. The level of theory is ωB97M-V/def2-TZVPD.

Calculated values
**HOMO-LUMO gap (spin up / spin down)**: 0.2298 / 0.2057 Ha
**Multiplicity**: 3
**LUMO level (spin up / spin down)**: 2.645 / 1.694 eV
**<S²>**: 2.0175
**Total charge**: -1

Geometry (Å):
Pt  -0.71906  -2.55515  1.19595
Se  -0.63110  -2.29837  3.66645
Se  -1.29486  -4.36193  4.39755
Se  -3.19401  -4.75842  3.12856
Se  -2.50361  -4.07307  1.02003
O  0.67004  0.05479  -0.59842
C  1.44141  -0.80907  -0.22355
N  1.17547  -1.87387  0.60491
C  2.32651  -2.64099  0.77118
O  2.45633  -3.66383  1.39847
C  3.43733  -1.96683  0.00052
C  4.76782  -2.29886  -0.14641
C  5.54811  -1.46643  -0.94618
C  4.99716  -0.34701  -1.56969
C  3.65081  -0.02642  -1.40840
C  2.89555  -0.86123  -0.61141
H  5.17788  -3.17290  0.34331
H  6.59887  -1.68879  -1.08781
H  5.62906  0.27986  -2.18732
H  3.20545  0.83734  -1.88551
C  -3.65122  -0.30812  -0.91306
N  -2.84580  0.88535  -0.76272
C  -3.29244  2.07725  -1.44640
C  -2.15547  3.07428  -1.54379
C  -1.62807  3.34299  -0.14848
N  -1.29163  2.10200  0.51118
C  -0.35100  2.14957  1.60949
C  -1.98155  0.93297  0.31364
O  -1.80600  -0.04187  1.02496
H  -3.83670  -0.47610  -1.97573
H  -4.61492  -0.22476  -0.39530
H  -3.11988  -1.15849  -0.49557
H  -4.14812  2.53969  -0.92873
H  -3.64259  1.78379  -2.43870
H  -2.50622  4.00326  -1.99750
H  -1.35860  2.66069  -2.16470
H  -2.37852  3.90907  0.42530
H  -0.72636  3.95829  -0.18522
H  0.47835  2.80200  1.32947
H  0.03343  1.15065  1.79092
H  -0.81184  2.52867  2.52872

Atomic forces in eV per Å
Pt -0.218 -0.416 -0.207
Se 0.057 0.340 0.076
Se 0.198 -0.238 0.185
Se -0.318 -0.024 0.078
Se 0.283 0.234 -0.202
O 0.040 -0.084 -0.060
C -0.029 0.102 0.023
N 0.188 -0.109 -0.111
C 0.010 0.265 -0.084
O -0.112 -0.048 0.047
C 0.001 -0.120 0.086
C 0.006 0.019 -0.024
C -0.027 0.026 -0.005
C 0.007 -0.025 0.018
C 0.035 -0.032 0.007
C -0.059 0.077 0.009
H 0.000 0.005 -0.003
H -0.002 0.006 -0.009
H 0.004 -0.004 0.002
H 0.005 0.001 0.005
C -0.044 0.031 0.025
N -0.006 0.003 0.055
C 0.015 -0.037 0.020
C -0.011 0.019 -0.014
C 0.012 -0.036 0.031
N -0.076 0.053 0.047
C -0.024 0.013 -0.055
C 0.188 -0.070 -0.232
O -0.146 0.043 0.288
H -0.008 -0.020 0.004
H -0.008 0.015 -0.017
H 0.023 0.003 -0.006
H -0.019 -0.015 -0.007
H 0.019 0.023 -0.021
H 0.007 0.001 -0.007
H 0.003 -0.019 0.019
H 0.019 0.011 0.021
H 0.003 0.008 -0.038
H 0.001 0.007 0.021
H -0.042 -0.001 0.018
H 0.026 -0.003 0.017

Taken from the natural (NBO) analysis, the atomic charges in e are:
1. Pt 0.541
2. Se -0.338
3. Se -0.063
4. Se -0.107
5. Se -0.231
6. O -0.620
7. C 0.648
8. N -0.739
9. C 0.645
10. O -0.568
11. C -0.052
12. C -0.211
13. C -0.216
14. C -0.221
15. C -0.182
16. C -0.137
17. H 0.225
18. H 0.203
19. H 0.203
20. H 0.221
21. C -0.404
22. N -0.459
23. C -0.196
24. C -0.411
25. C -0.193
26. N -0.453
27. C -0.397
28. C 0.817
29. O -0.680
30. H 0.182
31. H 0.175
32. H 0.257
33. H 0.165
34. H 0.196
35. H 0.204
36. H 0.219
37. H 0.166
38. H 0.197
39. H 0.184
40. H 0.254
41. H 0.176

---

Result set for DFT total energy: -957.997966; -1178.700115; -354.264631; -10658.281566 a.u., one per record in the order listed.